1.
86
Properties=species:S:1:pos:R:3 method="wB97M-V/def2-TZVPD" gap_ev=9.42 de_lowest_kj_mol=0.0 e_lumo_ev=0.7 total_energy_ha=-2101.8505
C 2.029 0.811 2.527
C 1.870 -0.306 1.498
C 0.427 -0.849 1.467
C -0.103 -0.807 0.066
N -1.304 -1.653 -0.167
Si -2.621 -1.365 0.910
O -3.259 0.179 0.734
Si -3.195 1.223 2.011
C -3.058 3.009 1.414
C -2.608 3.099 -0.054
C -1.936 4.419 -0.348
O -0.887 4.679 0.591
C 0.300 4.303 0.130
C 1.432 5.212 0.425
O 0.445 3.289 -0.476
H 1.948 1.768 2.060
H 3.008 0.729 2.968
H 1.335 0.713 3.343
H 2.571 -1.095 1.672
H 2.031 0.158 0.541
H 0.416 -1.846 1.862
H -0.129 -0.215 2.129
H 0.678 -1.195 -0.568
H -0.243 0.214 -0.247
H -1.651 -1.401 -1.086
H -2.168 -1.495 2.306
H -3.706 -2.337 0.697
H -2.071 0.855 2.897
H -4.412 1.132 2.855
H -4.035 3.455 1.457
H -2.408 3.574 2.058
H -3.486 3.007 -0.668
H -1.929 2.318 -0.343
H -1.518 4.386 -1.336
H -2.652 5.213 -0.276
H 1.846 5.499 -0.526
H 1.127 6.084 0.969
H 2.181 4.649 0.945
C -4.261 2.477 -7.788
O -4.525 3.212 -6.610
C -4.856 2.419 -5.478
C -3.747 2.426 -4.451
N -2.579 1.692 -4.917
C -1.386 1.868 -4.093
C -0.794 3.255 -3.936
O -0.209 3.787 -5.108
C -1.106 4.396 -6.016
H -4.222 3.185 -8.613
H -3.300 1.954 -7.740
H -5.054 1.750 -7.989
H -5.115 1.398 -5.772
H -5.744 2.869 -5.026
H -4.113 1.961 -3.529
H -3.514 3.478 -4.230
H -2.362 1.980 -5.861
H -0.609 1.229 -4.521
H -1.603 1.483 -3.099
H 0.021 3.173 -3.212
H -1.512 3.967 -3.508
H -1.942 4.879 -5.503
H -1.490 3.676 -6.746
H -0.553 5.155 -6.567
C 5.989 -6.556 2.748
O 4.744 -7.089 3.152
C 4.597 -7.253 4.556
C 3.617 -6.257 5.133
N 4.154 -4.904 5.111
C 3.182 -3.856 5.414
C 1.977 -3.690 4.496
O 2.284 -3.214 3.200
C 2.709 -4.194 2.272
H 6.055 -6.666 1.667
H 6.079 -5.491 2.989
H 6.821 -7.099 3.206
H 5.564 -7.196 5.064
H 4.197 -8.258 4.715
H 3.397 -6.534 6.169
H 2.687 -6.344 4.555
H 4.546 -4.721 4.198
H 3.727 -2.909 5.410
H 2.821 -4.008 6.436
H 1.340 -2.924 4.944
H 1.365 -4.599 4.435
H 2.226 -5.159 2.444
H 3.795 -4.317 2.287
H 2.436 -3.843 1.276


2.
95
Properties=species:S:1:pos:R:3 method="wB97M-V/def2-TZVPD" charge=+1 gap_ev=6.18 e_lumo_ev=-3.4 total_energy_ha=-3317.6137
C 3.578 -0.266 0.113
C 4.754 -1.283 -0.422
B 4.456 -1.977 -1.883
O 5.337 -1.526 -3.018
C 3.323 -3.141 -2.196
C 4.069 -4.513 -2.722
C 5.572 -4.752 -2.113
N 5.824 -5.828 -1.254
C 2.433 -2.592 -3.501
O 1.205 -1.883 -3.109
C 0.246 -2.766 -2.423
C -0.971 -3.331 -3.366
F -1.317 -2.467 -4.521
F -2.199 -3.368 -2.490
F -0.777 -4.760 -3.811
C 1.027 -3.998 -1.626
N 2.320 -3.357 -1.082
P 2.897 -4.364 0.271
S 2.301 -6.247 0.080
H 2.771 -0.897 0.705
H 4.097 0.437 0.923
H 3.128 0.426 -0.717
H 5.738 -0.616 -0.526
H 5.034 -2.093 0.408
H 5.384 -2.241 -3.724
H 3.389 -5.488 -2.622
H 4.208 -4.371 -3.899
H 6.533 -4.100 -2.375
H 4.932 -6.352 -1.114
H 2.147 -3.552 -4.147
H 3.048 -1.898 -4.215
H -0.267 -2.107 -1.570
H 0.296 -4.345 -0.776
H 1.313 -4.882 -2.337
H 2.003 -2.426 -0.683
H 2.193 -3.879 1.466
H 4.302 -4.246 0.568
O 3.441 2.941 1.993
P 2.625 4.155 2.503
N 1.312 3.721 1.503
C 0.568 4.541 0.568
C 0.585 2.505 1.872
N 3.613 5.288 1.658
C 3.160 6.230 0.649
C 4.989 4.890 1.340
N 1.688 5.549 3.090
C 2.493 6.374 4.027
C 0.467 5.212 3.849
H 0.120 5.424 1.033
H -0.258 3.998 0.094
H 1.196 4.859 -0.264
H -0.092 2.685 2.711
H 1.272 1.710 2.170
H -0.002 2.103 1.040
H 3.102 5.768 -0.341
H 3.858 7.075 0.574
H 2.198 6.686 0.891
H 5.023 4.228 0.470
H 5.458 4.382 2.189
H 5.620 5.762 1.128
H 2.789 5.791 4.906
H 1.927 7.253 4.359
H 3.403 6.767 3.568
H 0.678 4.483 4.638
H -0.321 4.813 3.207
H 0.025 6.104 4.308
O -3.583 -0.754 1.151
P -4.719 -0.747 0.099
N -5.677 0.241 1.108
C -7.053 0.058 1.523
C -5.225 1.622 1.289
N -5.125 -2.396 0.395
C -6.417 -2.892 0.838
C -4.079 -3.270 0.939
N -6.025 -0.738 -1.111
C -5.680 -1.599 -2.270
C -6.323 0.581 -1.704
H -7.749 -0.021 0.683
H -7.421 0.884 2.143
H -7.161 -0.823 2.156
H -5.472 2.239 0.422
H -4.142 1.667 1.426
H -5.662 2.090 2.177
H -6.527 -2.825 1.924
H -6.537 -3.948 0.562
H -7.257 -2.384 0.359
H -3.953 -3.119 2.015
H -3.120 -3.092 0.441
H -4.312 -4.329 0.769
H -4.774 -1.238 -2.770
H -6.500 -1.622 -2.998
H -5.510 -2.641 -1.987
H -5.412 1.071 -2.062
H -6.823 1.247 -0.999
H -7.024 0.490 -2.543


3.
100
Properties=species:S:1:pos:R:3 method="wB97M-V/def2-TZVPD" charge=-1 gap_ev=9.54 de_lowest_kj_mol=1.5 e_lumo_ev=2.2 total_energy_ha=-4712.9755
Cl -0.339 0.538 -0.330
O -0.065 0.588 -1.732
O -1.626 1.151 -0.097
O -0.315 -0.855 0.098
O 0.734 1.242 0.366
O -5.499 -0.336 1.507
S -4.857 -1.318 2.314
O -4.213 -0.986 3.566
O -5.979 -2.444 2.752
C -7.053 -2.676 1.828
C -6.709 -3.664 0.741
C -3.697 -2.173 1.255
H -7.400 -1.706 1.473
H -7.830 -3.128 2.450
H -5.875 -3.323 0.118
H -7.536 -3.759 0.032
H -6.416 -4.685 0.987
H -3.886 -2.087 0.189
H -3.458 -3.156 1.648
H -2.792 -1.558 1.355
O -0.582 3.641 3.079
S -0.957 2.571 3.970
O 0.046 1.956 4.828
O -2.124 3.217 4.903
C -2.333 2.712 6.218
C -2.847 3.789 7.149
C -1.959 1.223 3.231
H -1.405 2.271 6.583
H -3.064 1.892 6.203
H -1.969 4.423 7.329
H -3.089 3.346 8.113
H -3.606 4.464 6.765
H -2.674 1.587 2.507
H -2.363 0.746 4.120
H -1.149 0.588 2.871
O 5.373 2.131 3.530
S 4.306 2.577 2.694
O 4.576 3.551 1.672
O 3.556 1.331 2.019
C 3.558 0.080 2.706
C 2.357 -0.732 2.229
C 2.885 3.153 3.615
H 3.571 0.170 3.794
H 4.472 -0.465 2.447
H 1.469 -0.179 2.546
H 2.375 -1.725 2.671
H 2.263 -0.765 1.145
H 2.643 2.379 4.335
H 2.125 3.289 2.848
H 3.057 4.133 4.056
O -4.061 -3.174 -3.103
S -3.096 -4.174 -2.695
O -3.404 -5.092 -1.628
O -2.684 -5.014 -3.983
C -2.730 -4.348 -5.252
C -1.507 -4.709 -6.057
C -1.579 -3.323 -2.248
H -2.776 -3.262 -5.192
H -3.615 -4.685 -5.793
H -1.472 -5.770 -6.321
H -0.605 -4.600 -5.447
H -1.424 -4.110 -6.961
H -0.851 -3.971 -1.774
H -1.857 -2.464 -1.634
H -1.138 -2.793 -3.096
O 4.084 5.801 -2.729
S 2.791 5.289 -2.317
O 1.614 6.118 -2.447
O 2.578 3.908 -3.176
C 1.245 3.282 -3.009
C 0.551 3.233 -4.341
C 2.857 4.655 -0.602
H 0.737 3.765 -2.181
H 1.560 2.280 -2.719
H -0.227 2.469 -4.247
H 1.205 2.994 -5.174
H -0.008 4.147 -4.551
H 3.839 4.218 -0.442
H 2.054 3.933 -0.470
H 2.727 5.515 0.048
C 1.613 -2.833 -3.230
C 1.683 -1.535 -2.457
C 2.957 -0.710 -2.484
C 4.100 -1.343 -1.702
C 5.489 -0.714 -1.840
C 5.759 0.313 -0.713
H 2.393 -3.563 -2.985
H 1.721 -2.698 -4.314
H 0.688 -3.393 -3.071
H 0.799 -0.929 -2.673
H 1.488 -1.815 -1.411
H 2.678 0.262 -2.064
H 3.246 -0.477 -3.518
H 3.764 -1.300 -0.658
H 4.114 -2.417 -1.922
H 6.260 -1.482 -1.910
H 5.466 -0.227 -2.819
H 5.278 0.050 0.230
H 6.816 0.501 -0.550
H 5.181 1.171 -1.063


4.
90
Properties=species:S:1:pos:R:3 method="wB97M-V/def2-TZVPD" gap_ev=9.94 e_lumo_ev=0.3 total_energy_ha=-1961.0280 smiles="COC(=O)OC.COC(=O)OC.COC(=O)OC.CCO.CCO.CCO.CCO.CCO.CCO"
C -4.603 3.012 0.724
O -4.755 1.726 1.420
C -3.808 1.219 2.196
O -2.745 1.881 2.442
O -4.140 0.025 2.675
C -3.094 -0.641 3.380
H -3.633 3.016 0.167
H -4.545 3.737 1.491
H -5.495 3.187 0.157
H -2.070 -0.539 2.948
H -3.422 -1.651 3.273
H -3.126 -0.276 4.405
C 2.974 -2.867 2.676
O 2.515 -2.546 4.015
C 1.279 -2.125 4.157
O 0.472 -1.929 3.227
O 0.962 -1.961 5.441
C -0.306 -1.398 5.760
H 3.851 -3.469 2.681
H 3.209 -1.918 2.165
H 2.305 -3.488 2.152
H -0.346 -0.303 5.514
H -0.401 -1.455 6.860
H -1.152 -1.850 5.240
C -0.605 -3.757 -2.604
O -0.194 -2.486 -3.089
C 1.184 -2.347 -3.079
O 2.004 -3.140 -2.889
O 1.387 -1.040 -3.377
C 2.775 -0.718 -3.650
H -0.081 -4.044 -1.654
H -0.373 -4.442 -3.467
H -1.664 -3.693 -2.404
H 3.234 -1.428 -4.348
H 3.260 -0.624 -2.662
H 2.745 0.272 -4.063
C -4.338 -4.530 1.240
C -4.054 -3.685 0.005
O -2.656 -3.699 -0.362
H -5.385 -4.660 1.440
H -3.873 -4.201 2.179
H -3.930 -5.475 0.975
H -4.476 -2.700 0.129
H -4.646 -4.210 -0.794
H -2.222 -3.078 0.211
C 0.307 3.104 3.649
C 1.517 3.296 2.712
O 1.605 2.263 1.797
H 0.333 2.091 4.137
H -0.676 3.209 3.351
H 0.373 3.747 4.532
H 2.438 3.474 3.261
H 1.386 4.196 2.146
H 1.572 2.632 0.901
C 5.469 1.651 1.417
C 4.286 0.727 0.971
O 3.441 0.402 2.058
H 5.664 2.337 0.603
H 6.285 0.989 1.642
H 5.190 2.166 2.377
H 4.728 -0.156 0.508
H 3.729 1.191 0.185
H 2.676 0.987 2.036
C 1.466 3.698 -2.969
C 1.000 3.013 -1.787
O 1.244 3.761 -0.555
H 0.960 4.692 -3.018
H 1.274 3.173 -3.894
H 2.523 3.914 -2.845
H 1.531 2.090 -1.582
H -0.096 2.788 -1.834
H 1.221 4.730 -0.658
C -0.441 0.432 -6.364
C -0.265 1.611 -7.312
O 0.862 1.392 -8.166
H 0.134 0.512 -5.402
H -0.267 -0.567 -6.854
H -1.501 0.474 -6.015
H -0.095 2.501 -6.715
H -1.158 1.753 -7.898
H 1.540 1.004 -7.572
C -1.144 -0.147 -0.889
C -0.681 -0.485 0.482
O -1.396 -1.616 0.996
H -1.332 -1.094 -1.394
H -0.384 0.418 -1.392
H -2.115 0.371 -0.898
H -0.866 0.299 1.195
H 0.417 -0.694 0.483
H -0.775 -2.027 1.669


5.
118
Properties=species:S:1:pos:R:3 method="wB97M-V/def2-TZVPD" gap_ev=5.88 e_lumo_ev=-4.4 total_energy_ha=-7228.9364
O -2.705 -0.268 3.919
V -1.695 -1.363 3.356
O -0.584 -1.815 4.466
C 0.789 2.004 3.220
F 0.750 1.732 4.467
F -0.453 2.491 2.751
F 1.750 2.872 2.978
S 1.233 0.340 2.203
O 2.016 0.552 0.967
O 1.851 -0.456 3.260
N -0.402 -0.266 1.948
S -0.782 0.103 0.501
O -2.278 -0.043 0.334
O -0.290 1.408 -0.008
C 0.212 -1.216 -0.535
F -0.628 -1.968 -1.248
F 1.002 -0.652 -1.281
F 0.970 -2.046 0.213
C 2.883 1.554 7.378
O 3.017 0.529 8.359
H 3.645 2.305 7.587
H 2.937 1.098 6.390
H 1.867 1.934 7.480
H 2.405 -0.149 8.064
C -1.885 4.381 0.574
O -2.582 5.488 1.107
H -2.215 3.389 0.882
H -2.008 4.470 -0.505
H -0.814 4.441 0.767
H -3.337 5.077 1.534
C 0.476 -4.256 2.233
O 0.064 -5.015 3.332
H 1.430 -4.723 1.989
H -0.190 -4.420 1.387
H 0.594 -3.216 2.538
H -0.816 -4.644 3.423
O 5.575 -5.541 0.742
S 5.468 -4.839 -0.565
O 5.228 -5.619 -1.819
O 4.132 -3.818 -0.529
C 4.037 -3.012 0.659
C 4.297 -1.567 0.241
C 6.853 -3.547 -0.861
H 4.636 -3.363 1.499
H 3.026 -3.165 1.035
H 3.670 -1.093 -0.514
H 5.279 -1.584 -0.232
H 4.414 -0.878 1.078
H 6.513 -2.894 -1.664
H 7.746 -4.124 -1.102
H 6.871 -2.980 0.070
O -2.994 1.030 -4.521
S -1.677 1.146 -3.883
O -1.351 0.290 -2.759
O -0.451 1.066 -4.982
C -0.496 1.836 -6.186
C 0.899 2.420 -6.375
C -1.614 2.892 -3.310
H -1.252 2.618 -6.109
H -0.711 1.107 -6.967
H 0.986 2.820 -7.385
H 1.695 1.741 -6.070
H 1.146 3.202 -5.657
H -1.314 3.677 -4.004
H -0.813 2.917 -2.572
H -2.527 3.199 -2.800
O -1.125 -8.274 -1.850
S -1.173 -7.237 -2.890
O -1.737 -7.508 -4.204
O -1.866 -5.896 -2.181
C -2.314 -4.839 -2.963
C -3.315 -3.985 -2.072
C 0.531 -6.546 -3.252
H -2.877 -5.182 -3.831
H -1.448 -4.313 -3.365
H -4.266 -4.479 -1.873
H -3.585 -3.077 -2.611
H -2.822 -3.638 -1.164
H 1.175 -7.416 -3.377
H 0.826 -5.969 -2.375
H 0.523 -5.812 -4.057
O 2.400 4.124 -2.836
S 3.400 3.168 -3.308
O 3.942 3.298 -4.661
O 4.654 3.187 -2.277
C 4.542 3.731 -0.933
C 3.794 2.777 0.066
C 2.993 1.467 -2.986
H 4.116 4.728 -1.052
H 5.554 3.710 -0.528
H 3.969 3.226 1.044
H 4.190 1.762 0.067
H 2.713 2.728 -0.069
H 2.944 1.359 -1.902
H 3.782 0.902 -3.481
H 2.031 1.209 -3.429
O -3.904 2.204 -0.520
S -4.916 2.651 0.430
O -5.198 4.057 0.539
O -6.367 1.823 0.093
C -6.156 0.394 -0.152
C -7.131 -0.290 0.805
C -4.687 1.982 2.123
H -5.102 0.156 -0.014
H -6.376 0.041 -1.160
H -6.702 -0.170 1.800
H -7.261 -1.333 0.516
H -8.093 0.222 0.812
H -3.879 2.562 2.570
H -4.375 0.940 2.060
H -5.669 2.119 2.576
C -2.491 5.030 4.671
N -3.008 3.942 5.536
O -2.542 3.787 6.621
O -3.899 3.287 5.073
H -3.380 5.395 4.157
H -1.781 4.633 3.945
H -2.132 5.772 5.384


Please write out number 3 again, unchanged.
100
Properties=species:S:1:pos:R:3 method="wB97M-V/def2-TZVPD" charge=-1 gap_ev=9.54 de_lowest_kj_mol=1.5 e_lumo_ev=2.2 total_energy_ha=-4712.9755
Cl -0.339 0.538 -0.330
O -0.065 0.588 -1.732
O -1.626 1.151 -0.097
O -0.315 -0.855 0.098
O 0.734 1.242 0.366
O -5.499 -0.336 1.507
S -4.857 -1.318 2.314
O -4.213 -0.986 3.566
O -5.979 -2.444 2.752
C -7.053 -2.676 1.828
C -6.709 -3.664 0.741
C -3.697 -2.173 1.255
H -7.400 -1.706 1.473
H -7.830 -3.128 2.450
H -5.875 -3.323 0.118
H -7.536 -3.759 0.032
H -6.416 -4.685 0.987
H -3.886 -2.087 0.189
H -3.458 -3.156 1.648
H -2.792 -1.558 1.355
O -0.582 3.641 3.079
S -0.957 2.571 3.970
O 0.046 1.956 4.828
O -2.124 3.217 4.903
C -2.333 2.712 6.218
C -2.847 3.789 7.149
C -1.959 1.223 3.231
H -1.405 2.271 6.583
H -3.064 1.892 6.203
H -1.969 4.423 7.329
H -3.089 3.346 8.113
H -3.606 4.464 6.765
H -2.674 1.587 2.507
H -2.363 0.746 4.120
H -1.149 0.588 2.871
O 5.373 2.131 3.530
S 4.306 2.577 2.694
O 4.576 3.551 1.672
O 3.556 1.331 2.019
C 3.558 0.080 2.706
C 2.357 -0.732 2.229
C 2.885 3.153 3.615
H 3.571 0.170 3.794
H 4.472 -0.465 2.447
H 1.469 -0.179 2.546
H 2.375 -1.725 2.671
H 2.263 -0.765 1.145
H 2.643 2.379 4.335
H 2.125 3.289 2.848
H 3.057 4.133 4.056
O -4.061 -3.174 -3.103
S -3.096 -4.174 -2.695
O -3.404 -5.092 -1.628
O -2.684 -5.014 -3.983
C -2.730 -4.348 -5.252
C -1.507 -4.709 -6.057
C -1.579 -3.323 -2.248
H -2.776 -3.262 -5.192
H -3.615 -4.685 -5.793
H -1.472 -5.770 -6.321
H -0.605 -4.600 -5.447
H -1.424 -4.110 -6.961
H -0.851 -3.971 -1.774
H -1.857 -2.464 -1.634
H -1.138 -2.793 -3.096
O 4.084 5.801 -2.729
S 2.791 5.289 -2.317
O 1.614 6.118 -2.447
O 2.578 3.908 -3.176
C 1.245 3.282 -3.009
C 0.551 3.233 -4.341
C 2.857 4.655 -0.602
H 0.737 3.765 -2.181
H 1.560 2.280 -2.719
H -0.227 2.469 -4.247
H 1.205 2.994 -5.174
H -0.008 4.147 -4.551
H 3.839 4.218 -0.442
H 2.054 3.933 -0.470
H 2.727 5.515 0.048
C 1.613 -2.833 -3.230
C 1.683 -1.535 -2.457
C 2.957 -0.710 -2.484
C 4.100 -1.343 -1.702
C 5.489 -0.714 -1.840
C 5.759 0.313 -0.713
H 2.393 -3.563 -2.985
H 1.721 -2.698 -4.314
H 0.688 -3.393 -3.071
H 0.799 -0.929 -2.673
H 1.488 -1.815 -1.411
H 2.678 0.262 -2.064
H 3.246 -0.477 -3.518
H 3.764 -1.300 -0.658
H 4.114 -2.417 -1.922
H 6.260 -1.482 -1.910
H 5.466 -0.227 -2.819
H 5.278 0.050 0.230
H 6.816 0.501 -0.550
H 5.181 1.171 -1.063